Model one:
This record from OMol25 describes a 2-piece molecular cluster, CH4NP overall. The level of theory is wB97M-V/def2-TZVPD.

Output
Highest occupied orbital energy (alpha / beta) (eV): -8.681 / -8.290
Total charge: 0
Multiplicity: 1

Each line ends with the natural charge from an NBO analysis.
Geometry (Å):
1 C -0.27 0.02 0.30  0.0738
2 N -1.12 -0.68 -0.19  -0.6300
3 P 1.41 0.04 0.05  0.3467
4 H -0.71 1.67 1.49  -0.1684
5 H -2.08 -0.77 -0.04  0.3996
6 H 1.33 0.94 -0.91  -0.0045
7 H 1.44 -1.21 -0.70  -0.0172

***

Model two:
This record from OMol25 describes a 2-piece molecular cluster, CH4NP overall. The level of theory is wB97M-V/def2-TZVPD.

Output
Highest occupied orbital energy (alpha / beta) (eV): -8.206 / -8.184
Total charge: 0
Multiplicity: 1

Each line ends with the natural charge from an NBO analysis.
Geometry (Å):
1 C -0.45 -0.80 0.17  -0.0490
2 N -0.54 0.29 0.81  -0.6034
3 P 2.13 1.30 -0.31  0.1178
4 H 1.40 1.17 -1.41  -0.1380
5 H -1.35 -1.11 -0.31  0.1419
6 H 0.30 -1.60 0.29  0.1821
7 H -1.50 0.75 0.76  0.3487

***

Preferred: model two; penalty for the next structure: 0.0295 hartree.

***

Model one:
This record from OMol25 describes a 2-piece molecular cluster, C4H13N4O overall. The level of theory is wB97M-V/def2-TZVPD.

Output
Highest occupied orbital energy (alpha / beta) (eV): -18.484 / -18.410
Total charge: +2
⟨S²⟩: 0.755
Multiplicity: 2

Each line ends with the Mulliken spin population.
Geometry (Å):
1 C -2.28 -1.26 -1.56  0.0851
2 C -1.53 -1.22 -0.28  -0.0252
3 O -0.62 -0.39 -0.07  0.8121
4 N -1.99 -2.06 0.65  0.0408
5 H -3.37 -1.09 -1.45  0.0102
6 H -2.06 -2.19 -2.11  0.0065
7 H -1.47 -2.19 1.51  0.0014
8 H -2.53 -2.83 0.26  -0.0011
9 H -1.94 -0.59 -2.39  0.0042
10 C 2.48 -0.37 0.61  -0.0029
11 C 1.02 1.55 0.32  0.0077
12 N 2.13 0.93 -0.06  0.0029
13 N 0.28 1.54 1.45  0.0435
14 N 0.65 2.59 -0.50  0.0171
15 H 2.20 0.77 -1.06  -0.0007
16 H 2.39 -0.29 1.70  0.0001
17 H 3.56 -0.57 0.50  0.0014
18 H 0.30 0.69 2.00  -0.0027
19 H -0.67 1.90 1.42  -0.0018
20 H 1.43 2.94 -1.04  -0.0008
21 H 0.12 3.33 -0.06  -0.0006
22 H 1.91 -1.19 0.17  0.0028

***

Model two:
This record from OMol25 describes a 2-piece molecular cluster, C4H13N4O overall. The level of theory is wB97M-V/def2-TZVPD.

Output
Highest occupied orbital energy (alpha / beta) (eV): -17.477 / -17.476
Total charge: +2
⟨S²⟩: 0.755
Multiplicity: 2

Each line ends with the Mulliken spin population.
Geometry (Å):
1 C -0.11 0.48 -3.19  -0.0001
2 C 0.02 -1.33 -1.56  -0.0016
3 N 0.42 -0.08 -1.93  -0.0001
4 N 0.21 -2.27 -2.49  0.0001
5 N -0.65 -1.60 -0.44  0.0016
6 H 0.63 0.66 -1.29  0.0006
7 H -0.49 -0.28 -3.90  0.0001
8 H 0.67 0.90 -3.83  0.0000
9 H 0.77 -2.09 -3.30  0.0000
10 H -0.11 -3.20 -2.30  0.0000
11 H -0.42 -0.92 0.29  0.0045
12 H -0.95 -2.48 -0.07  0.0002
13 H -1.00 1.09 -3.07  0.0000
14 C -1.00 0.86 3.43  0.1140
15 C 0.12 1.20 2.39  -0.0191
16 O 0.55 0.27 1.67  0.8424
17 N 0.63 2.40 2.24  0.0331
18 H -1.61 1.76 3.49  0.0155
19 H -0.37 0.53 4.25  -0.0007
20 H 1.30 2.53 1.51  0.0031
21 H 0.31 3.23 2.73  0.0002
22 H -1.49 -0.07 3.14  0.0064

***

Preferred: model two; penalty for the next structure: 0.0143 hartree.

***

Model one:
This record from OMol25 describes one molecule with the formula C2H3NP2. The level of theory is wB97M-V/def2-TZVPD.

Output
Highest occupied orbital energy (eV): -8.855
Total charge: 0
Multiplicity: 1

Each line ends with the natural charge from an NBO analysis.
Geometry (Å):
1 C -0.03 0.86 -0.77  -0.2550
2 N 0.11 1.11 0.55  -0.4198
3 C 0.14 0.11 1.38  -0.3328
4 P -0.25 -1.54 0.87  0.2471
5 P -0.39 -0.83 -1.13  0.2390
6 H -0.16 1.69 -1.33  0.2105
7 H 0.18 0.28 2.49  0.2213
8 H 0.40 -1.68 -2.06  0.0896

***

Model two:
This record from OMol25 describes a 2-piece molecular cluster, C2H3NP2 overall. The level of theory is wB97M-V/def2-TZVPD.

Output
Highest occupied orbital energy (eV): -9.800
Total charge: 0
Multiplicity: 1

Each line ends with the natural charge from an NBO analysis.
Geometry (Å):
1 C -1.97 0.68 -0.20  0.0974
2 C 0.39 0.93 -0.10  -0.5459
3 N -3.01 0.39 0.16  -0.4755
4 P 1.17 -1.64 -0.55  0.0696
5 P 0.56 -0.40 0.97  0.4151
6 H 0.69 0.88 -1.13  0.2143
7 H 0.64 1.89 0.36  0.2280
8 H 1.53 -2.74 0.49  -0.0031

***

Model three:
This record from OMol25 describes C2H3NP2 as an isolated structure. The level of theory is wB97M-V/def2-TZVPD.

Output
Highest occupied orbital energy (eV): -9.212
Total charge: 0
Multiplicity: 1

Each line ends with the natural charge from an NBO analysis.
Geometry (Å):
1 C 0.34 0.03 -0.98  0.0636
2 C -0.63 -0.88 -0.48  -0.6672
3 N 0.82 0.98 -0.25  -0.7549
4 P -1.16 -0.63 1.13  0.3667
5 P -0.08 1.26 1.11  0.5290
6 H 0.70 -0.07 -2.00  0.1962
7 H -0.98 -1.70 -1.08  0.2404
8 H 1.00 1.00 2.54  0.0262

***

Model four:
This record from OMol25 describes one molecule with the formula C2H3NP2. The level of theory is wB97M-V/def2-TZVPD.

Output
Highest occupied orbital energy (eV): -8.964
Total charge: 0
Multiplicity: 1

Each line ends with the natural charge from an NBO analysis.
Geometry (Å):
1 C 0.40 -1.09 -0.32  -0.0135
2 N 1.71 -1.42 -0.11  -0.8459
3 P 2.75 -0.30 0.22  0.7646
4 P 1.25 1.41 -0.17  0.1441
5 C -0.05 0.20 -0.45  -0.5295
6 H -0.38 -1.98 -0.33  0.2027
7 H 0.84 1.47 1.27  0.0396
8 H -0.98 0.55 -0.79  0.2379

***

Preferred: model four; penalty for the next structure: 0.0093 hartree.

***

Model one:
This record from OMol25 describes a 11-piece molecular cluster, BF4H20O10 overall. The level of theory is wB97M-V/def2-TZVPD.

Output
Highest occupied orbital energy (eV): -6.972
Total charge: -1
Multiplicity: 1

Each line ends with the natural charge from an NBO analysis.
Geometry (Å):
1 B 0.93 0.44 -0.55  1.3395
2 F 1.02 1.71 -0.97  -0.5514
3 F 0.94 0.34 0.83  -0.5541
4 F -0.33 -0.13 -0.93  -0.5834
5 F 1.89 -0.33 -1.13  -0.5559
6 O -1.37 0.28 2.06  -0.9786
7 H -1.51 1.13 2.50  0.4770
8 H -0.55 0.44 1.53  0.4970
9 O 1.03 -2.96 1.14  -0.9278
10 H 1.35 -3.72 1.69  0.4753
11 H 1.24 -2.29 1.81  0.4915
12 O -2.15 -1.68 0.33  -0.9736
13 H -1.35 -1.36 -0.03  0.4754
14 H -2.27 -1.19 1.17  0.4832
15 O -1.52 2.12 -2.21  -0.9474
16 H -1.76 1.26 -2.58  0.4878
17 H -0.61 1.96 -2.03  0.4741
18 O 0.47 4.18 0.22  -0.9480
19 H 0.78 3.44 -0.27  0.4841
20 H 1.12 4.33 0.90  0.4572
21 O 1.09 -2.90 -1.59  -0.9806
22 H 0.95 -2.93 -0.61  0.4831
23 H 1.36 -2.02 -1.72  0.4720
24 O -2.80 -0.36 -2.95  -0.9635
25 H -2.03 -0.96 -3.00  0.4901
26 H -3.61 -0.81 -3.35  0.4824
27 O 2.22 1.20 2.81  -0.9644
28 H 1.79 1.01 1.95  0.4844
29 H 1.44 1.12 3.40  0.4500
30 O 3.45 -1.92 0.60  -0.9610
31 H 3.01 -1.46 -0.06  0.4761
32 H 2.79 -2.55 0.88  0.4567
33 O -2.66 1.73 0.13  -0.9770
34 H -2.17 1.62 -0.67  0.4802
35 H -2.18 1.23 0.72  0.4495

***

Model two:
This record from OMol25 describes a 11-piece molecular cluster, BF4H20O10 overall. The level of theory is wB97M-V/def2-TZVPD.

Output
Highest occupied orbital energy (eV): -8.108
Total charge: -1
Multiplicity: 1

Each line ends with the natural charge from an NBO analysis.
Geometry (Å):
1 B 0.33 -0.04 0.01  1.3380
2 F 0.66 1.09 -0.78  -0.5848
3 F 0.96 -1.11 -0.63  -0.5622
4 F 0.76 0.21 1.32  -0.5622
5 F -1.07 -0.22 -0.11  -0.5741
6 O -0.13 -0.96 -3.32  -0.9614
7 H 0.35 -0.65 -2.53  0.4894
8 H 0.55 -1.13 -3.97  0.4665
9 O -3.46 -0.82 2.10  -0.9562
10 H -3.49 -1.12 1.19  0.4710
11 H -2.59 -0.40 2.19  0.4847
12 O -2.82 -1.06 -1.90  -0.9701
13 H -2.12 -0.46 -1.61  0.4859
14 H -2.45 -1.52 -2.66  0.4769
15 O -0.83 -0.05 3.92  -0.9515
16 H -0.04 0.12 3.39  0.4838
17 H -0.50 -0.50 4.71  0.4673
18 O 3.82 -2.79 -0.40  -0.9621
19 H 4.16 -2.53 0.46  0.4758
20 H 3.02 -2.25 -0.50  0.4850
21 O -0.63 -3.23 0.53  -0.9486
22 H -1.55 -3.52 0.59  0.4626
23 H -0.70 -2.31 0.22  0.4820
24 O -1.90 2.29 1.17  -0.9467
25 H -1.32 2.31 1.93  0.4638
26 H -1.60 1.53 0.65  0.4771
27 O 3.48 -0.29 1.14  -0.9723
28 H 2.53 -0.07 1.09  0.4902
29 H 3.80 -0.19 0.24  0.4674
30 O 0.79 3.77 -0.10  -0.9667
31 H 0.62 2.82 -0.22  0.4917
32 H 1.40 3.82 0.64  0.4602
33 O -0.02 2.91 -3.27  -0.9493
34 H -0.14 2.50 -2.40  0.4823
35 H 0.12 3.84 -3.09  0.4665

***

Preferred: model two; penalty for the next structure: 0.0378 hartree.

***

Model one:
This record from OMol25 describes one molecule with the formula C20H23BF3IN2O3S. The level of theory is wB97M-V/def2-TZVPD.

Output
Highest occupied orbital energy (eV): -8.728
Total charge: 0
Multiplicity: 1

Each line ends with the natural charge from an NBO analysis.
Geometry (Å):
1 C -0.36 0.95 4.04  -0.4277
2 C -1.68 0.96 3.81  -0.1389
3 C -2.34 0.81 2.45  -0.5017
4 C -1.40 0.18 1.44  0.0618
5 C -1.07 -1.16 1.47  -0.0814
6 C -1.68 -1.99 2.56  -0.2107
7 C -2.93 -2.51 2.51  -0.3837
8 C -0.14 -1.73 0.54  0.1240
9 C 0.19 -3.19 0.71  -0.3477
10 I -0.31 -4.37 -1.02  0.1023
11 C 1.62 -3.41 1.29  -0.4249
12 C 2.34 -4.70 0.88  -0.6052
13 C 0.42 -0.92 -0.43  -0.4501
14 B 1.46 -1.42 -1.54  1.1347
15 O 2.67 -2.02 -1.20  -0.9516
16 C 1.15 -1.22 -3.08  -0.8273
17 C 2.43 -0.62 -3.75  -0.5904
18 C 0.07 0.45 -0.47  0.2373
19 N 0.67 1.23 -1.43  -0.3919
20 C 0.35 2.49 -1.46  0.2265
21 C 0.99 3.35 -2.52  -0.6778
22 C -0.57 3.00 -0.50  -0.0944
23 S -1.01 4.76 -0.53  2.0298
24 O 0.15 5.58 -0.37  -0.9061
25 O -2.03 5.05 0.44  -0.8855
26 C -1.77 5.16 -2.20  0.7520
27 F -0.95 5.95 -2.87  -0.2979
28 F -2.00 4.05 -2.90  -0.3145
29 F -2.90 5.81 -2.02  -0.2869
30 N -1.15 2.34 0.45  -0.3045
31 C -0.82 1.02 0.45  0.0694
32 H 0.36 1.51 3.44  0.2001
33 H 0.05 0.37 4.86  0.2009
34 H -2.34 1.08 4.67  0.2026
35 H -2.71 1.77 2.10  0.2610
36 H -3.18 0.15 2.62  0.2412
37 H -1.08 -2.22 3.43  0.2192
38 H -3.32 -3.11 1.70  0.2069
39 H -3.60 -2.38 3.36  0.2014
40 H -0.47 -3.55 1.49  0.2371
41 H 1.49 -3.49 2.38  0.2059
42 H 2.23 -2.53 1.15  0.2339
43 H 2.77 -4.62 -0.12  0.1993
44 H 1.67 -5.55 0.98  0.2128
45 H 3.13 -4.87 1.60  0.2189
46 H 2.61 -2.94 -1.49  0.5041
47 H 0.92 -2.18 -3.56  0.2370
48 H 0.37 -0.49 -3.23  0.2285
49 H 2.17 0.22 -4.39  0.2029
50 H 2.97 -1.35 -4.35  0.2054
51 H 3.11 -0.20 -3.01  0.2058
52 H 0.36 3.30 -3.41  0.2385
53 H 1.92 2.85 -2.78  0.2491
54 H 1.17 4.37 -2.20  0.2506

***

Model two:
This record from OMol25 describes one molecule with the formula C20H23BF3IN2O3S. The level of theory is wB97M-V/def2-TZVPD.

Output
Highest occupied orbital energy (eV): -8.558
Total charge: 0
Multiplicity: 1

Each line ends with the natural charge from an NBO analysis.
Geometry (Å):
1 C -0.34 0.92 4.06  -0.4341
2 C -1.67 0.92 3.85  -0.1416
3 C -2.35 0.79 2.48  -0.4981
4 C -1.41 0.18 1.44  0.0228
5 C -1.08 -1.15 1.48  0.0263
6 C -1.72 -1.95 2.59  -0.2260
7 C -2.98 -2.45 2.55  -0.3925
8 C -0.15 -1.74 0.54  0.0135
9 C 0.19 -3.21 0.69  -0.3372
10 I -0.31 -4.41 -1.03  0.1090
11 C 1.65 -3.42 1.26  -0.4234
12 C 2.37 -4.71 0.80  -0.6097
13 C 0.40 -0.92 -0.42  -0.4264
14 B 1.46 -1.43 -1.51  1.1439
15 O 2.67 -2.05 -1.17  -0.9557
16 C 1.17 -1.24 -3.07  -0.8287
17 C 2.49 -0.64 -3.71  -0.5938
18 C 0.06 0.46 -0.47  0.2369
19 N 0.66 1.22 -1.44  -0.3876
20 C 0.32 2.48 -1.46  0.2238
21 C 0.96 3.36 -2.54  -0.6810
22 C -0.60 3.00 -0.48  -0.0829
23 S -1.03 4.77 -0.57  2.0159
24 O 0.13 5.60 -0.38  -0.9052
25 O -2.02 5.12 0.41  -0.8864
26 C -1.77 5.19 -2.24  0.7541
27 F -0.94 5.98 -2.92  -0.2990
28 F -2.03 4.08 -2.96  -0.3155
29 F -2.90 5.88 -2.08  -0.2869
30 N -1.19 2.35 0.48  -0.2987
31 C -0.84 1.04 0.44  0.0720
32 H 0.36 1.57 3.51  0.2032
33 H 0.11 0.26 4.81  0.2020
34 H -2.31 1.02 4.74  0.2047
35 H -2.74 1.76 2.15  0.2600
36 H -3.19 0.10 2.64  0.2427
37 H -1.12 -2.18 3.49  0.2210
38 H -3.36 -3.14 1.79  0.2094
39 H -3.68 -2.21 3.36  0.2014
40 H -0.46 -3.59 1.50  0.2396
41 H 1.55 -3.50 2.35  0.2069
42 H 2.26 -2.52 1.11  0.2384
43 H 2.77 -4.62 -0.21  0.1982
44 H 1.69 -5.57 0.92  0.2149
45 H 3.18 -4.89 1.53  0.2203
46 H 2.58 -2.97 -1.45  0.5034
47 H 0.94 -2.20 -3.57  0.2375
48 H 0.40 -0.48 -3.25  0.2298
49 H 2.26 0.22 -4.36  0.2031
50 H 3.05 -1.38 -4.30  0.2069
51 H 3.16 -0.23 -2.93  0.2065
52 H 0.31 3.29 -3.42  0.2390
53 H 1.90 2.86 -2.81  0.2503
54 H 1.13 4.39 -2.21  0.2531

***

Preferred: model one; penalty for the next structure: 0.0404 hartree.